{"formula": "C30H48ClN4O6PS3TeV", "method": "ωB97M-V/def2-TZVPD", "lumo_energy_ev": [-0.094, -0.115], "multiplicity": 4, "orbital_gap_ev": [6.5, 6.4], "relative_energy_kcal_mol": 0.00, "species": ["V", "C", "C", "S", "C", "C", "S", "C", "C", "S", "H", "H", "H", "H", "H", "H", "H", "H", "H", "H", "H", "H", "O", "C", "C", "C", "C", "O", "N", "H", "H", "H", "H", "C", "C", "C", "C", "C", "O", "C", "C", "C", "C", "C", "C", "Cl", "C", "C", "C", "N", "C", "N", "C", "N", "H", "H", "H", "H", "H", "H", "H", "H", "H", "H", "H", "H", "H", "H", "H", "H", "H", "H", "H", "H", "H", "H", "C", "C", "O", "P", "O", "Te", "O", "C", "C", "H", "H", "H", "H", "H", "H", "H", "H", "H", "H"], "xyz": [[-15.6348, -3.1866, -5.4183], [-13.0757, -1.7724, -6.9788], [-12.4034, -2.3869, -5.6837], [-13.4256, -3.3066, -4.4653], [-13.5311, -2.3179, -2.8816], [-14.3593, -1.0623, -2.9773], [-15.9046, -1.2883, -3.9382], [-16.1005, 0.1645, -5.1239], [-15.0102, 0.1664, -6.1672], [-14.8619, -1.4472, -6.9828], [-12.9418, -2.5093, -7.8164], [-12.5754, -0.8590, -7.3013], [-11.9125, -1.5676, -5.0924], [-11.6296, -3.0791, -5.9746], [-12.5436, -2.0523, -2.4990], [-13.9936, -3.0178, -2.1608], [-13.7841, -0.2006, -3.3778], [-14.6770, -0.8494, -1.9609], [-16.1619, 1.1221, -4.5899], [-17.1178, 0.0117, -5.5853], [-14.0376, 0.3512, -5.6319], [-15.1062, 0.9614, -6.9178], [-15.3604, -4.3702, -2.2035], [-16.0194, -5.1544, -2.9452], [-16.6829, -6.4199, -2.2952], [-17.3241, -7.1198, -3.4367], [-17.0323, -6.1592, -4.6395], [-17.4899, -6.5143, -5.7198], [-16.2542, -5.0436, -4.3198], [-17.3363, -6.0681, -1.4967], [-15.8555, -6.9362, -1.7810], [-18.4163, -7.2957, -3.3310], [-16.8557, -8.1100, -3.6579], [-25.0658, -1.9303, -6.4922], [-23.6441, -1.3665, -6.2565], [-23.3128, -0.4070, -7.4563], [-23.6787, -0.4937, -4.9642], [-22.5586, -2.5593, -6.1462], [-22.3146, -3.0767, -7.4342], [-23.0430, -3.7059, -5.1824], [-22.0192, -4.8714, -4.9936], [-21.9192, -5.9278, -6.0931], [-20.8066, -6.0251, -6.9666], [-20.8516, -6.8910, -8.0484], [-21.9892, -7.6959, -8.2966], [-21.8989, -8.9739, -9.4322], [-23.0757, -7.5991, -7.4173], [-23.0628, -6.7197, -6.3334], [-21.2661, -1.8531, -5.6585], [-19.9223, -2.4262, -5.9109], [-18.8877, -2.8409, -5.1362], [-17.8414, -3.2070, -5.8873], [-18.2928, -3.0234, -7.1934], [-19.4768, -2.5281, -7.2986], [-25.7430, -1.0434, -6.5361], [-25.4335, -2.5413, -5.6116], [-25.1652, -2.4979, -7.4201], [-24.2806, 0.1377, -7.6770], [-22.9813, -0.9553, -8.3236], [-22.5567, 0.3359, -7.2020], [-24.5345, 0.2152, -5.0725], [-22.7304, 0.0221, -4.7485], [-23.8901, -1.1206, -4.0565], [-23.0297, -3.6675, -7.7438], [-24.0065, -4.1180, -5.6116], [-23.2569, -3.2767, -4.1733], [-22.3701, -5.3654, -4.0499], [-20.9882, -4.4524, -4.7816], [-19.9193, -5.4448, -6.7605], [-19.9641, -7.0341, -8.6515], [-23.9373, -8.2534, -7.5753], [-23.9373, -6.7001, -5.6656], [-21.3968, -1.7012, -4.5584], [-21.2413, -0.8754, -6.0750], [-18.9611, -2.9439, -4.0527], [-17.6609, -3.3695, -7.9830], [-14.4290, -3.8249, -12.0736], [-14.0070, -4.7079, -10.8803], [-14.5382, -4.0615, -9.6467], [-14.3677, -4.9121, -8.2666], [-15.1492, -4.3281, -7.1244], [-11.9146, -5.2307, -7.8595], [-14.9400, -6.3179, -8.7869], [-14.7592, -7.5535, -8.0128], [-15.5277, -8.7039, -8.7192], [-14.1460, -4.2749, -13.0370], [-13.9362, -2.8595, -12.0467], [-15.5134, -3.6565, -12.0917], [-12.9241, -4.7187, -10.7639], [-14.3582, -5.7595, -10.9467], [-15.1776, -7.4332, -7.0254], [-13.6507, -7.7707, -7.9580], [-16.4829, -8.4136, -9.1025], [-15.6731, -9.4813, -7.9778], [-14.9178, -9.1457, -9.5536]], "atomic_forces_ev_per_a": [[-1.0564, -1.8326, -0.3929], [0.3304, -1.2397, 0.0494], [-0.1615, 2.1329, 0.6610], [0.5884, -0.0907, 0.4418], [0.2164, -0.4325, -0.5929], [0.0088, 0.7901, -0.3082], [-0.8982, 0.9679, 0.2896], [-0.8051, -0.5581, 0.1379], [1.5783, 0.2419, 0.6785], [0.1366, 0.2473, -0.3307], [-0.0982, 0.5437, 0.7559], [0.0709, -0.0028, 0.1757], [-0.3873, -0.5826, -0.5119], [0.1133, -0.2182, -0.3080], [0.1393, -0.1172, -0.3176], [0.3054, 0.2540, -0.7822], [-0.4186, -0.4774, 0.1516], [-0.0579, 0.4425, 0.0373], [0.1789, -0.3522, 0.0666], [0.9449, -0.1251, 0.5031], [-0.7567, -0.1179, -0.5676], [-0.2247, -0.2091, 0.2093], [-1.5774, -1.3795, -2.0817], [0.5922, 0.7052, 1.1496], [1.3464, 1.2364, 0.4863], [0.0915, -0.3071, -0.5904], [-0.7875, -1.3550, -0.6929], [0.6219, 1.2192, 0.1684], [-0.1776, -0.6591, 2.1749], [-0.1523, 0.0250, -0.1115], [-0.3425, -0.0439, -0.2933], [0.6922, 0.2548, -0.2180], [-0.3774, 0.8081, 0.0114], [-0.4362, 0.4145, 1.2952], [0.4731, 0.0188, 0.1343], [-1.3302, 0.0324, 0.7801], [-0.7218, -0.7487, 0.4035], [-0.8068, 0.0348, 0.1125], [-0.1200, -0.4216, -0.3697], [0.0577, 0.1908, -0.7015], [0.6180, 0.0169, 0.9869], [-0.7107, 0.6083, -0.4960], [-1.3543, -0.1531, 0.6280], [-0.3476, -0.7362, -0.1047], [0.6390, 1.0756, 1.8921], [-0.1343, -0.1513, -0.5392], [-0.2012, -0.3255, -0.3831], [0.7566, 0.0085, -0.3412], [0.3516, -0.7018, 1.3712], [1.2434, -0.6305, -2.3285], [-0.3794, -0.1084, -0.9218], [-0.9651, 0.7828, -0.1375], [0.5780, -0.2436, 1.8598], [-1.5091, 0.2720, 2.0007], [0.3257, -0.7396, -0.1737], [0.4500, 0.5600, -1.0676], [0.0442, 0.0026, 0.0885], [1.1997, -0.4294, 0.0225], [-0.0307, -0.1464, -0.2975], [-0.0095, 0.0070, 0.0253], [0.8497, -0.2505, 0.2187], [-0.5225, 0.1222, -0.3183], [0.0311, 0.4638, -0.7446], [0.4363, 0.4117, 0.5398], [1.0362, 0.3711, 0.5886], [0.0243, -0.2689, -0.7666], [0.5067, 0.1745, -0.6939], [-1.1682, -0.5008, -0.1668], [0.1123, 0.0249, -0.0733], [-0.0627, 0.0866, -0.1014], [0.2816, 0.1992, 0.0480], [0.5083, 0.1396, -0.2967], [0.4617, -0.3011, -0.7665], [0.1372, 0.7137, -0.5205], [0.1707, 0.2457, -0.3727], [0.0853, 0.2511, -0.5989], [-0.1045, -0.5362, 0.1987], [-0.3817, 0.6048, -0.0143], [-0.2470, -0.8778, 0.1919], [2.2451, -0.8500, -0.6275], [-0.3434, 0.2329, -0.4553], [-1.2932, 0.0598, -0.2028], [-0.2430, -0.4005, 0.7718], [0.3400, -0.4225, -1.0879], [1.9429, 0.0557, -0.2392], [-0.0452, -0.1374, 0.3866], [0.0653, 0.1843, 0.2308], [0.2403, -0.1213, 0.0957], [0.0582, -0.0679, -0.0662], [-0.0076, 0.8626, 0.0458], [-0.0280, 0.3466, 0.3395], [-1.2179, 0.2837, 0.0243], [-0.5614, 0.3952, -0.1155], [-0.0724, -0.2352, 0.0854], [-0.5911, 0.4837, 0.6767]]}